1.
{"formula": "C6H39NO13", "method": "ωB97M-V with the def2-TZVPD basis set", "homo_energy_ha": -0.3133, "total_charge": 0, "e_lumo_ev": 0.1, "relative_energy_kj_mol": 733.0, "orbital_gap_ev": 8.7, "e_tot_ev": -34958.2474, "species": ["C", "C", "C", "C", "C", "N", "C", "O", "H", "H", "H", "H", "H", "H", "H", "H", "H", "H", "H", "H", "H", "H", "H", "H", "H", "O", "H", "H", "O", "H", "H", "O", "H", "H", "O", "H", "H", "O", "H", "H", "O", "H", "H", "O", "H", "H", "O", "H", "H", "O", "H", "H", "O", "H", "H", "O", "H", "H", "O"], "xyz": [[-1.62, 1.81, 0.30], [-0.38, 0.93, 0.66], [0.71, 1.85, 1.06], [2.13, 1.24, 0.97], [3.22, 1.60, 1.97], [-0.05, 0.03, -0.53], [-1.18, -0.62, -1.21], [-1.60, 0.00, -2.38], [-2.31, 1.49, -0.61], [-1.32, 2.92, 0.28], [-2.36, 1.53, 1.04], [-0.52, 0.12, 1.47], [0.84, 2.86, 0.64], [0.63, 2.03, 2.19], [2.40, 1.64, 0.01], [1.99, 0.00, 0.98], [4.07, 0.92, 1.83], [3.68, 2.58, 1.79], [2.93, 1.48, 2.94], [0.62, 0.31, -1.19], [-2.07, -0.65, -0.58], [-0.86, -1.84, -1.47], [-0.79, 0.11, -3.06], [-1.71, 3.61, 3.92], [-0.86, 3.47, 2.66], [-0.95, 3.07, 3.57], [3.02, -3.20, -1.31], [2.87, -2.90, 0.19], [3.38, -2.73, -0.59], [1.79, 5.28, -1.77], [0.70, 4.69, -0.83], [1.51, 5.12, -0.90], [2.83, 0.79, -2.05], [2.20, 0.57, -3.46], [2.40, 1.24, -2.83], [-1.69, -4.32, -0.34], [-3.18, -4.38, -1.00], [-2.17, -4.46, -1.14], [-2.27, 0.55, 4.91], [-1.40, 1.04, 3.70], [-2.06, 0.37, 4.00], [0.77, -1.79, 0.71], [1.65, -2.29, 1.78], [1.30, -2.61, 1.02], [0.67, -3.81, -2.86], [-0.83, -3.38, -2.89], [-0.08, -3.46, -3.39], [3.58, -1.11, -0.77], [4.39, 0.30, -0.75], [3.56, -0.18, -0.90], [-3.35, -1.23, 3.91], [-3.20, -1.69, 2.53], [-3.59, -1.87, 3.31], [-4.67, -3.12, -0.15], [-3.14, -3.05, -0.13], [-3.95, -2.41, -0.19], [0.42, 2.36, -2.85], [-0.89, 2.70, -3.31], [-0.46, 2.22, -2.68]]}

2.
{"formula": "C7H15NO", "method": "ωB97M-V with the def2-TZVPD basis set", "homo_energy_ha": -0.3462, "total_charge": 0, "e_lumo_ev": 0.8, "smiles": "CC[C@H](C)O.C=CN=C", "relative_energy_kj_mol": 232.1, "orbital_gap_ev": 10.2, "e_tot_ev": -11038.2691, "species": ["C", "C", "C", "C", "O", "H", "H", "H", "H", "H", "H", "H", "H", "H", "H", "C", "C", "C", "N", "H", "H", "H", "H", "H"], "xyz": [[-0.62, 0.87, 1.53], [0.55, -0.10, 1.85], [-1.91, 0.09, 1.26], [1.90, 0.40, 1.37], [-0.34, 1.77, 0.49], [-0.34, 1.30, -0.36], [-0.77, 1.53, 2.40], [0.58, -0.23, 2.94], [0.33, -1.09, 1.43], [-2.74, 0.79, 1.12], [-2.14, -0.56, 2.10], [-1.81, -0.51, 0.36], [2.05, 1.44, 1.68], [2.70, -0.21, 1.81], [2.00, 0.35, 0.29], [0.05, -0.95, -1.49], [0.59, 0.76, -3.00], [-0.60, -2.00, -1.97], [0.01, 0.34, -1.98], [0.61, -1.03, -0.57], [0.49, 1.80, -3.26], [1.20, 0.13, -3.66], [-1.19, -1.95, -2.87], [-0.59, -2.94, -1.45]]}

- What is the formula in the first record?
  C6H39NO13